Entry from the Open Molecules 2025 dataset: one molecule with the formula C4H7NO in a non-equilibrium geometry (ωB97M-V/def2-TZVPD).

- max |F| (hartree/bohr) = 0.086
- molar mass (g mol⁻¹) = 85.11
- relative energy (zero: lowest compared OMol25 entry of this formula, charge and spin) (kJ/mol) = 89.28
- ⟨S²⟩ = 2.041
- charge = 0
- highest occupied orbital energy (alpha / beta) (eV) = -8.2 / -9.3
- 2S+1 = 3

The geometry in XYZ format:
```
13
C4H7NO ωB97M-V/def2-TZVPD
C 0.447 1.467 0.216
C -1.391 -0.466 -0.425
C 0.649 -2.115 -0.284
C 0.147 -0.893 -0.139
H 0.964 2.108 0.915
H -1.816 -0.437 0.605
H -0.626 1.569 0.547
N 0.898 0.151 0.318
H 0.512 1.920 -0.812
H -1.387 0.616 -0.782
H -1.959 -1.220 -0.966
O 2.104 -0.157 0.444
H 1.458 -2.544 0.363
```

Entry from the Open Molecules 2025 dataset: a 2-piece molecular cluster, C4H7NO2 overall in a non-equilibrium geometry (ωB97M-V/def2-TZVPD).

- max |F| (hartree/bohr) = 0.046
- molar mass (g mol⁻¹) = 101.10
- relative energy (zero: lowest compared OMol25 entry of this formula, charge and spin) (kJ/mol) = 85.27
- ⟨S²⟩ = 0.760
- charge = -1
- highest occupied orbital energy (alpha / beta) (eV) = -2.2 / -4.4
- 2S+1 = 2

The geometry in XYZ format:
```
14
C4H7NO2 ωB97M-V/def2-TZVPD
O -3.106 -1.479 -2.040
H -1.198 -1.226 -2.617
H 1.757 -0.054 2.819
C 0.716 -0.016 2.515
H -0.061 -0.391 3.167
N 1.209 0.778 0.306
H 2.126 1.047 0.630
H -0.723 0.220 0.972
C 1.002 0.551 -1.014
O -1.627 -0.059 -1.052
H 1.648 1.025 -1.748
H -0.015 0.112 -1.338
C -2.022 -0.911 -1.909
C 0.295 0.406 1.309
```

Entry from the Open Molecules 2025 dataset: one molecule with the formula C4H7NO2 in a non-equilibrium geometry (ωB97M-V/def2-TZVPD).

- max |F| (hartree/bohr) = 0.067
- molar mass (g mol⁻¹) = 101.10
- relative energy (zero: lowest compared OMol25 entry of this formula, charge and spin) (kJ/mol) = 199.37
- charge = 0
- structure (SMILES) = C[C@@H](C=O)NC=O
- highest occupied orbital energy (eV) = -9.7

The geometry in XYZ format:
```
14
C4H7NO2 ωB97M-V/def2-TZVPD
O -0.397 -2.613 0.665
C -1.203 -1.731 0.611
C 1.438 -0.520 -0.131
H 1.307 1.936 -0.614
H -1.876 0.259 0.452
O 2.103 -1.233 -0.890
H 0.289 1.817 0.798
H -0.446 2.372 -0.531
H 1.966 -0.075 0.767
H -0.255 0.017 -1.639
H -2.218 -1.697 1.091
N -1.059 -0.395 0.222
C 0.016 0.159 -0.525
C 0.335 1.704 -0.276
```